DFT (the ωB97M-V functional and the def2-TZVPD basis) results for an isolated molecule of C21H26N4O4S.

Geometry as ORCA input:
```
! wB97M-V def2-TZVPD RIJCOSX def2/J DEFGRID3
* xyz 0 1
S 2.32 0.74 0.91
O -5.10 -1.55 -0.73
O -2.82 1.89 0.95
O 2.81 1.54 2.00
O 1.30 -0.23 1.21
N 1.84 1.81 -0.30
N 0.66 -2.77 -0.49
N -3.27 1.71 -1.27
N -3.78 -0.86 0.96
C -2.46 1.94 -0.21
C 4.89 0.65 0.06
C -1.02 2.24 -0.62
C -0.24 2.83 0.56
C -4.70 -0.67 0.01
C -1.84 -2.36 0.65
C -0.39 -2.48 -1.24
C 1.12 1.18 -1.39
C -0.74 -2.66 1.44
C 4.65 -1.83 -1.16
C 0.48 -2.86 0.82
C 3.70 -0.04 0.09
C -5.25 0.76 -0.06
C -1.66 -2.27 -0.73
C 5.86 -1.15 -1.19
C 5.98 0.09 -0.58
C -3.21 -2.16 1.24
C 1.22 3.04 0.16
C -4.71 1.51 -1.27
C -0.35 0.93 -1.05
C 3.56 -1.28 -0.51
H -3.18 -2.30 2.33
H 6.92 0.61 -0.61
H -0.68 3.78 0.87
H 1.21 1.83 -2.27
H -5.21 2.48 -1.34
H 2.61 -1.80 -0.47
H -0.83 -2.73 2.51
H -6.33 0.68 -0.18
H -0.39 0.22 -0.22
H -5.02 1.30 0.85
H -3.90 -2.89 0.80
H 6.71 -1.59 -1.70
H -2.86 1.81 -2.18
H -0.28 2.14 1.40
H -2.49 -2.05 -1.38
H 4.56 -2.80 -1.63
H 1.36 -3.10 1.40
H 1.31 3.78 -0.64
H 4.95 1.60 0.56
H 1.62 0.24 -1.61
H -0.19 -2.42 -2.30
H -1.02 2.95 -1.45
H -3.38 -0.05 1.43
H -4.95 0.94 -2.17
H 1.81 3.37 1.02
H -0.85 0.49 -1.91
*
```

LUMO energy	0.49	eV
F_max	0.0206	Eh/bohr
HOMO	-9.28	eV
electronic energy	-1734.04904	Ha